# C2HCl3N

A cluster of 2 separate species, C2HCl3N in total (the ωB97M-V functional and the def2-TZVPD basis, OMol25).

XYZ file:
```
7
Properties=species:S:1:pos:R:3:mulliken_charge:R:1
C 0.72276 1.39655 -1.08752 0.114
C 1.65121 0.08738 0.76473 0.575
N 1.01755 0.81417 -0.10752 0.056
Cl -3.10290 -0.34513 -0.75734 -0.281
Cl 2.86746 -1.05892 0.36260 0.116
Cl 1.02122 0.01710 2.27227 0.135
H -4.17731 -0.91115 -1.44722 0.285
```

Values from the calculation:
- multiplicity = 1
- total charge = +1
- orbital gap (eV) = 6.098
- DFT total energy (a.u.) = -1511.7200
- energy relative to the best compared isomer or geometry (same formula, charge and spin) (kcal/mol) = 34.6